The following is a DFT calculation (the ωB97M-V functional and the def2-TZVPD basis) of a cluster of 2 separate species, C3H6NO in total in a non-equilibrium geometry.

Bonds (Å) are listed after each position.
CARTESIAN COORDINATES (ANGSTROEM)
1 C 0.011 -0.810 -0.161  C2 1.508, C3 1.539, H6 1.054, H7 1.058
2 C -0.136 0.235 0.916  C1 1.508, C3 1.499, H8 1.210, H9 1.038
3 C -1.243 0.080 -0.083  C1 1.539, C2 1.499, H10 1.131
4 N -0.427 1.869 -1.849  O5 1.279, H11 0.989
5 O -0.041 1.241 -2.894  N4 1.279
6 H 0.655 -0.576 -0.961  C1 1.054
7 H -0.050 -1.856 -0.010  C1 1.058
8 H -0.156 -0.201 2.045  C2 1.210
9 H 0.616 0.941 0.799  C2 1.038
10 H -1.431 0.657 -1.037  C3 1.131
11 H 0.290 1.667 -1.199  N4 0.989

Results
HOMO level (alpha / beta)   -1.522 / -2.874 eV
Total charge   -1